# 1
ORCA calculation (ωB97M-V/def2-TZVPD) on a cluster of 10 separate species, C40H77O15S in total at a distorted geometry.

Calculated values
charge: -1
lowest unoccupied orbital energy: 2.0 eV
energy relative to the best compared isomer or geometry (same formula, charge and spin): 0.0000 eV
frontier orbital gap: 7.371 eV

Geometry (Å):
C 0.588 -0.033 -0.354
C -0.081 1.294 -0.467
O 0.257 2.178 -1.201
O -1.176 1.395 0.366
C -2.187 2.232 -0.090
O -2.108 3.411 0.073
C -3.392 1.648 -0.785
S -3.513 -0.130 -0.829
O -4.740 -0.371 -1.580
O -2.331 -0.565 -1.571
O -3.557 -0.580 0.560
H -0.093 -0.759 -0.795
H 0.689 -0.268 0.705
H 1.553 -0.024 -0.844
H -3.353 2.028 -1.803
H -4.268 2.087 -0.316
C -5.281 -0.315 4.433
C -6.727 0.109 4.672
C -6.664 1.604 4.385
O -5.650 1.788 3.405
C -4.888 0.571 3.259
H -5.163 -1.375 4.215
H -4.673 -0.075 5.310
H -7.382 -0.387 3.952
H -7.092 -0.115 5.675
H -6.384 2.167 5.285
H -7.608 2.004 4.007
H -5.148 0.111 2.305
H -3.826 0.810 3.239
C 0.103 -5.041 0.961
C -1.340 -4.587 1.167
C -1.268 -3.123 0.752
O -0.242 -3.043 -0.248
C 0.499 -4.257 -0.282
H 0.213 -6.120 0.836
H 0.716 -4.728 1.810
H -2.003 -5.137 0.494
H -1.704 -4.719 2.186
H -0.978 -2.485 1.593
H -2.197 -2.744 0.341
H 0.230 -4.800 -1.197
H 1.568 -4.030 -0.317
C 1.308 -4.441 5.729
C 2.335 -3.320 5.831
C 2.433 -2.861 4.383
O 1.152 -3.086 3.792
C 0.361 -3.898 4.667
H 0.805 -4.664 6.670
H 1.787 -5.356 5.373
H 1.945 -2.513 6.455
H 3.294 -3.635 6.241
H 3.176 -3.447 3.829
H 2.689 -1.805 4.292
H -0.413 -3.263 5.110
H -0.123 -4.687 4.091
C -11.407 -2.556 3.555
C -11.470 -1.916 4.939
C -10.298 -2.588 5.642
O -9.326 -2.866 4.636
C -9.905 -2.677 3.342
H -11.899 -1.973 2.778
H -11.866 -3.547 3.580
H -11.296 -0.841 4.861
H -12.418 -2.070 5.454
H -10.601 -3.536 6.102
H -9.850 -1.958 6.412
H -9.491 -1.761 2.908
H -9.632 -3.515 2.700
C -8.372 3.552 -1.136
C -8.361 3.981 0.329
C -7.106 3.286 0.844
O -6.206 3.219 -0.261
C -6.886 3.553 -1.468
H -8.951 4.209 -1.785
H -8.776 2.541 -1.225
H -8.249 5.066 0.400
H -9.258 3.695 0.879
H -7.321 2.265 1.176
H -6.629 3.819 1.666
H -6.551 4.546 -1.791
H -6.622 2.829 -2.241
C 4.886 1.442 1.330
C 5.807 1.664 0.132
C 5.275 0.639 -0.858
O 3.879 0.504 -0.589
C 3.557 1.141 0.649
H 4.830 2.295 2.006
H 5.222 0.573 1.902
H 5.669 2.674 -0.261
H 6.863 1.526 0.352
H 5.752 -0.337 -0.713
H 5.415 0.940 -1.896
H 3.005 2.062 0.429
H 2.915 0.489 1.240
C 10.848 0.008 -1.316
C 10.411 -0.204 -2.762
C 8.898 -0.286 -2.620
O 8.551 0.540 -1.505
C 9.732 0.897 -0.785
H 11.834 0.460 -1.215
H 10.856 -0.946 -0.784
H 10.685 0.665 -3.365
H 10.841 -1.089 -3.226
H 8.571 -1.309 -2.404
H 8.369 0.064 -3.507
H 9.945 1.955 -0.976
H 9.556 0.767 0.284
C -0.449 1.717 -4.438
C -1.259 0.456 -4.725
C -0.553 -0.088 -5.960
O 0.819 0.304 -5.853
C 0.957 1.273 -4.803
H -0.529 2.061 -3.411
H -0.771 2.528 -5.099
H -1.164 -0.246 -3.893
H -2.319 0.640 -4.889
H -0.965 0.349 -6.879
H -0.611 -1.175 -6.038
H 1.451 0.792 -3.952
H 1.587 2.094 -5.151
C 9.899 3.577 -6.718
C 11.189 3.464 -7.523
C 12.105 2.750 -6.539
O 11.269 1.914 -5.736
C 9.895 2.263 -5.952
H 9.009 3.712 -7.330
H 9.966 4.417 -6.023
H 11.026 2.840 -8.405
H 11.588 4.422 -7.853
H 12.615 3.462 -5.881
H 12.858 2.134 -7.033
H 9.428 1.463 -6.536
H 9.383 2.335 -4.992

***

# 2
ORCA calculation (ωB97M-V/def2-TZVPD) on a cluster of 7 separate species, C40H78BFN2O29P3 in total at a distorted geometry.

Calculated values
charge: +1
lowest unoccupied orbital energy: -2.6 eV
energy relative to the best compared isomer or geometry (same formula, charge and spin): 1.3001 eV
frontier orbital gap: 9.115 eV

Geometry (Å):
C 3.896 -3.534 1.103
C 4.403 -3.238 -0.316
O 3.353 -2.695 -1.152
P 3.112 -1.111 -0.987
O 3.913 -0.563 0.121
C 1.356 -0.911 -0.552
C 0.534 0.131 -1.361
C 0.378 1.550 -0.763
C 1.803 2.150 -0.677
C 2.506 2.702 -1.901
C 2.416 2.344 -3.229
C 3.132 2.946 -4.232
C 4.000 3.967 -3.949
C 4.100 4.366 -2.627
C 3.392 3.741 -1.640
C -0.490 2.341 -1.794
C -0.345 3.887 -1.798
B -0.278 4.377 -3.337
O 0.753 5.180 -3.762
O -1.215 3.977 -4.244
O -1.842 1.889 -1.844
C -2.551 1.863 -0.602
N -2.927 3.181 -0.132
C -3.928 1.197 -0.988
O -4.912 2.171 -1.247
C -5.336 2.181 -2.609
C -1.802 1.062 0.528
P -2.742 1.697 2.126
O -4.203 1.698 2.047
P -2.108 -0.750 0.561
O -3.265 -0.962 1.429
O -2.494 -1.433 -0.853
O -0.925 -1.665 1.117
N -0.354 1.574 0.582
C 0.480 1.260 1.783
C 0.759 2.531 2.629
F -0.033 0.351 2.666
O 3.439 -0.468 -2.417
C 4.833 0.005 -2.443
C 5.294 0.272 -3.885
H 2.824 -3.748 0.993
H 4.350 -4.429 1.530
H 3.966 -2.655 1.746
H 5.330 -2.664 -0.330
H 4.645 -4.212 -0.755
H 1.321 -0.828 0.532
H 0.898 -1.885 -0.769
H -0.432 -0.309 -1.623
H 1.044 0.228 -2.321
H 2.494 1.441 -0.194
H 1.743 2.968 0.056
H 1.720 1.564 -3.529
H 3.041 2.648 -5.272
H 4.577 4.470 -4.715
H 4.761 5.197 -2.397
H 3.518 4.114 -0.624
H -0.074 2.002 -2.742
H -1.191 4.461 -1.408
H 0.553 4.299 -1.330
H 1.108 5.702 -3.033
H -0.818 4.132 -5.115
H -2.149 3.672 0.309
H -3.146 3.769 -0.930
H -3.795 0.636 -1.923
H -4.324 0.543 -0.206
H -6.134 2.926 -2.676
H -4.515 2.546 -3.240
H -5.770 1.234 -2.945
H -2.217 2.998 2.353
H -2.375 0.871 3.211
H -2.411 -0.835 -1.611
H -1.121 -2.592 0.907
H -0.513 2.588 0.668
H 1.474 0.867 1.566
H 0.926 3.422 2.020
H -0.125 2.672 3.260
H 1.593 2.305 3.291
H 4.849 0.949 -1.896
H 5.510 -0.726 -2.002
H 5.413 1.343 -4.054
H 4.677 -0.212 -4.643
H 6.300 -0.152 -3.993
C 7.954 8.210 -2.262
O 7.786 6.803 -2.074
C 8.934 6.125 -1.960
O 10.036 6.599 -2.003
O 8.637 4.836 -1.789
C 9.782 3.985 -1.651
H 6.959 8.642 -2.340
H 8.466 8.654 -1.410
H 8.500 8.413 -3.181
H 10.367 4.262 -0.777
H 10.398 4.022 -2.547
H 9.416 2.971 -1.520
C -3.680 -3.119 8.164
O -3.426 -3.198 6.759
C -4.179 -2.384 6.019
O -5.017 -1.625 6.438
O -3.849 -2.556 4.743
C -4.588 -1.743 3.819
H -3.009 -3.824 8.648
H -3.471 -2.118 8.537
H -4.708 -3.401 8.386
H -4.417 -0.685 4.015
H -5.652 -1.973 3.872
H -4.230 -1.974 2.823
C -9.804 -6.952 4.104
O -8.589 -6.233 4.326
C -8.715 -5.191 5.153
O -9.729 -4.838 5.692
O -7.520 -4.613 5.274
C -7.502 -3.471 6.139
H -9.579 -7.770 3.423
H -10.180 -7.369 5.036
H -10.552 -6.309 3.644
H -7.791 -3.752 7.151
H -8.160 -2.691 5.759
H -6.482 -3.093 6.153
C 15.023 2.106 -1.608
O 14.556 0.953 -0.903
C 13.258 0.974 -0.614
O 12.486 1.856 -0.891
O 12.960 -0.150 0.038
C 11.589 -0.264 0.416
H 16.086 1.963 -1.780
H 14.518 2.200 -2.568
H 14.878 3.005 -1.012
H 10.946 -0.265 -0.464
H 11.308 0.541 1.093
H 11.480 -1.214 0.933
C -3.785 2.734 -7.520
O -4.750 3.643 -8.042
C -5.974 3.501 -7.526
O -6.296 2.695 -6.691
O -6.770 4.401 -8.095
C -8.124 4.365 -7.636
H -2.843 2.951 -8.017
H -3.662 2.877 -6.447
H -4.069 1.705 -7.736
H -8.174 4.573 -6.569
H -8.579 3.401 -7.858
H -8.662 5.141 -8.173
C -6.612 -9.498 5.123
O -6.770 -10.915 5.037
C -7.751 -11.400 5.800
O -8.472 -10.756 6.516
O -7.793 -12.721 5.630
C -8.806 -13.379 6.394
H -5.793 -9.220 4.465
H -7.514 -8.988 4.790
H -6.358 -9.200 6.139
H -9.794 -13.022 6.110
H -8.640 -13.232 7.460
H -8.735 -14.439 6.169

***

# 3
ORCA calculation (ωB97M-V/def2-TZVPD) on a cluster of 4 separate species, C40H78Cl2FN4O3PS in total at a distorted geometry.

Calculated values
<S²>: 3.764
charge: +1
lowest unoccupied orbital energy (spin up / spin down): -4.8 / -4.8 eV
energy relative to the best compared isomer or geometry (same formula, charge and spin): 9.6584 eV
frontier orbital gap (spin up / spin down): 5.696 / 6.307 eV
multiplicity: 4

Geometry (Å):
C 3.485 -3.425 1.322
C 1.886 -3.016 1.320
C 1.109 -3.432 -0.096
Cl -0.436 -4.455 0.205
C 0.844 -2.069 -0.968
N 1.422 -1.797 -2.214
P 2.538 -2.889 -3.145
S 4.321 -2.941 -2.365
C 1.123 -0.453 -2.911
C 2.421 0.227 -3.656
F 2.296 -0.137 -5.113
C 2.468 1.864 -3.594
C 3.898 2.309 -4.334
C 0.712 0.425 -1.548
C -0.076 -0.739 -0.704
C -0.676 -0.423 0.787
C -2.116 -1.150 1.121
C -3.339 -0.601 0.171
Cl -5.015 -0.858 0.939
H 3.764 -4.076 2.276
H 4.112 -2.417 1.450
H 3.860 -3.917 0.329
H 1.333 -3.547 2.206
H 1.848 -1.839 1.357
H 1.865 -4.176 -0.643
H 2.511 -2.629 -4.572
H 1.958 -4.230 -2.986
H 0.181 -0.501 -3.627
H 3.468 -0.153 -3.229
H 2.549 2.307 -2.496
H 1.613 2.400 -4.220
H 3.775 2.514 -5.482
H 4.439 3.196 -3.758
H 4.640 1.382 -4.247
H 0.123 1.431 -1.806
H 1.801 0.653 -1.120
H -1.038 -0.964 -1.369
H -0.885 0.751 0.834
H 0.048 -0.653 1.678
H -2.077 -2.320 1.109
H -2.402 -0.846 2.239
H -3.255 -1.190 -0.863
H -3.219 0.566 -0.006
C 4.481 -2.791 8.620
C 4.458 -3.353 7.170
C 5.909 -3.530 6.646
C 6.593 -2.216 6.275
C 5.728 -1.395 5.324
C 4.283 -1.177 5.847
N 3.632 -2.451 6.298
O 3.275 -3.176 5.148
C 4.305 -0.150 7.012
C 3.463 -0.443 4.738
C 3.832 -4.777 7.334
H 5.353 -2.163 8.819
H 3.577 -2.214 8.843
H 4.519 -3.591 9.370
H 5.908 -4.176 5.757
H 6.520 -4.049 7.395
H 6.825 -1.638 7.175
H 7.555 -2.430 5.796
H 6.215 -0.429 5.144
H 5.700 -1.906 4.352
H 3.312 -0.049 7.466
H 4.599 0.844 6.655
H 5.016 -0.395 7.800
H 3.451 -0.991 3.789
H 3.892 0.542 4.516
H 2.427 -0.283 5.053
H 2.802 -4.718 7.703
H 4.408 -5.378 8.048
H 3.828 -5.347 6.396
C -6.334 4.713 5.762
C -5.780 4.323 4.362
C -6.863 3.554 3.558
C -7.073 2.116 4.030
C -5.750 1.360 4.094
C -4.664 2.097 4.924
N -4.512 3.536 4.528
O -3.823 3.569 3.302
C -5.011 1.995 6.434
C -3.327 1.297 4.808
C -5.551 5.700 3.657
H -7.079 4.007 6.137
H -5.532 4.799 6.503
H -6.836 5.689 5.748
H -6.588 3.525 2.495
H -7.821 4.086 3.609
H -7.568 2.102 5.006
H -7.751 1.602 3.339
H -5.930 0.361 4.510
H -5.392 1.200 3.069
H -4.315 2.588 7.038
H -4.938 0.959 6.785
H -6.025 2.311 6.675
H -3.000 1.170 3.769
H -3.436 0.286 5.219
H -2.523 1.789 5.361
H -4.793 6.293 4.180
H -6.477 6.288 3.635
H -5.239 5.592 2.609
C 0.738 1.247 -8.134
C -0.680 0.608 -8.134
C -0.579 -0.910 -8.444
C -0.288 -1.218 -9.912
C -1.272 -0.501 -10.830
C -1.361 1.025 -10.558
N -1.558 1.343 -9.106
O -2.895 1.047 -8.784
C -0.076 1.719 -11.084
C -2.487 1.621 -11.463
C -1.156 0.761 -6.652
H 1.433 0.741 -8.808
H 0.702 2.309 -8.403
H 1.208 1.204 -7.143
H -1.519 -1.409 -8.172
H 0.200 -1.371 -7.824
H 0.741 -0.941 -10.165
H -0.360 -2.300 -10.077
H -0.983 -0.684 -11.873
H -2.261 -0.961 -10.706
H -0.067 2.782 -10.820
H -0.015 1.659 -12.178
H 0.847 1.270 -10.720
H -3.459 1.142 -11.299
H -2.254 1.482 -12.526
H -2.603 2.696 -11.293
H -1.247 1.816 -6.371
H -0.443 0.294 -5.961
H -2.121 0.272 -6.465